Density functional theory data (the ωB97M-V functional and the def2-TZVPD basis) for a 10-piece molecular cluster, C28H83N7O10 overall.

Last columns: bonded neighbours and bond lengths (Å).
Geometry (Å):
1 O -5.12453 -2.43967 0.99110  H2 0.965, H3 0.963
2 H -5.18797 -2.90707 1.83333  O1 0.965
3 H -5.91412 -1.88833 0.96207  O1 0.963
4 O -3.99021 2.14846 -0.32966  H5 0.965, H6 0.966
5 H -4.34396 2.92412 -0.78118  O4 0.965
6 H -4.59251 1.43115 -0.56543  O4 0.966
7 O -3.72114 0.74459 2.20086  H8 0.971, H9 0.992
8 H -3.57700 1.26953 1.39707  O7 0.971
9 H -3.31254 1.26865 2.93750  O7 0.992
10 C -1.71744 0.20046 4.96261  C11 1.522, H16 1.088, H17 1.095, H18 1.093
11 C -1.78880 1.69198 5.25932  C10 1.522, C12 1.538, N15 1.457, H19 1.097
12 C -0.47357 2.31285 5.75968  C11 1.538, O13 1.407, H20 1.101, H21 1.097
13 O -0.08065 2.03073 7.08088  C12 1.407, C14 1.432
14 C -0.73148 2.88231 8.03048  O13 1.432, H22 1.088, H23 1.097, H24 1.090
15 N -2.44327 2.42581 4.18443  C11 1.457, H25 1.019, H26 1.017
16 H -2.71040 -0.21508 4.80569  C10 1.088
17 H -1.26800 -0.34362 5.79987  C10 1.095
18 H -1.04661 -0.09580 4.15152  C10 1.093
19 H -2.40018 1.74633 6.16906  C11 1.097
20 H -0.49461 3.40359 5.61492  C12 1.101
21 H 0.34861 2.03590 5.08786  C12 1.097
22 H -0.32122 2.59209 8.99495  C14 1.088
23 H -1.79131 2.60481 8.09555  C14 1.097
24 H -0.61221 3.91049 7.68730  C14 1.090
25 H -1.74176 2.80366 3.54924  N15 1.019
26 H -2.87286 3.25559 4.58720  N15 1.017
27 C -1.79998 -5.39221 2.62425  C28 1.522, H33 1.093, H34 1.089, H35 1.092
28 C -0.78793 -5.37408 3.76134  C27 1.522, C29 1.547, N32 1.455, H36 1.094
29 C -1.30169 -4.53384 4.95391  C28 1.547, O30 1.420, H37 1.093, H38 1.094
30 O -0.21660 -4.22587 5.81673  C29 1.420, C31 1.444
31 C 0.52708 -3.08954 5.32650  O30 1.444, H39 1.086, H40 1.095, H41 1.091
32 N -0.46239 -6.75426 4.08711  C28 1.455, H42 1.016, H43 1.017
33 H -2.83129 -5.45980 2.98129  C27 1.093
34 H -1.55974 -6.21073 1.94790  C27 1.089
35 H -1.76207 -4.45362 2.06740  C27 1.092
36 H 0.15800 -4.90755 3.47244  C28 1.094
37 H -1.98791 -5.18667 5.50030  C29 1.093
38 H -1.88764 -3.68099 4.59964  C29 1.094
39 H 1.59153 -3.30298 5.34893  C31 1.086
40 H 0.24531 -2.31000 6.04136  C31 1.095
41 H 0.21226 -2.71503 4.35101  C31 1.091
42 H -1.28423 -7.34458 4.18055  N32 1.016
43 H 0.00181 -6.86430 4.98520  N32 1.017
44 C 1.59092 -3.49030 -4.25773  C45 1.521, H50 1.092, H51 1.092, H52 1.096
45 C 1.57376 -2.55845 -5.45930  C44 1.521, C46 1.535, N49 1.476, H53 1.092
46 C 0.17584 -2.07373 -5.86939  C45 1.535, O47 1.405, H54 1.102, H55 1.099
47 O 0.31262 -1.41736 -7.10380  C46 1.405, C48 1.411
48 C -0.89549 -1.17695 -7.79201  O47 1.411, H56 1.093, H57 1.091, H58 1.093
49 N 2.44608 -1.42179 -5.10514  C45 1.476, H59 1.023, H60 1.022
50 H 2.60361 -3.83667 -4.03866  C44 1.092
51 H 0.99002 -4.39909 -4.32982  C44 1.092
52 H 1.29659 -2.95118 -3.35023  C44 1.096
53 H 2.00061 -3.09683 -6.30859  C45 1.092
54 H -0.20206 -1.33405 -5.14549  C46 1.102
55 H -0.55179 -2.89659 -5.82309  C46 1.099
56 H -1.71658 -0.91251 -7.12156  C48 1.093
57 H -1.16506 -1.96418 -8.49710  C48 1.091
58 H -0.70314 -0.28625 -8.39573  C48 1.093
59 H 2.19672 -1.20670 -4.13663  N49 1.023
60 H 2.09135 -0.53595 -5.47057  N49 1.022
61 C 4.66999 -1.77942 -2.37399  C62 1.522, H67 1.090, H68 1.092, H69 1.090
62 C 6.06258 -1.25154 -2.68693  C61 1.522, C63 1.511, N66 1.460, H70 1.095
63 C 6.32393 0.05189 -1.96855  C62 1.511, O64 1.407, H71 1.101, H72 1.101
64 O 7.55263 0.63419 -2.33167  C63 1.407, C65 1.412
65 C 7.95626 1.66784 -1.45811  O64 1.412, H73 1.093, H74 1.100, H75 1.085
66 N 7.08044 -2.26479 -2.42653  C62 1.460, H76 1.014, H77 1.013
67 H 4.55756 -2.73219 -2.89158  C61 1.090
68 H 3.92924 -1.11496 -2.82262  C61 1.092
69 H 4.48564 -1.88652 -1.30469  C61 1.090
70 H 6.09979 -1.04679 -3.76239  C62 1.095
71 H 6.29127 -0.13986 -0.88452  C63 1.101
72 H 5.49509 0.75734 -2.13211  C63 1.101
73 H 7.53471 1.61122 -0.45088  C65 1.093
74 H 7.51938 2.59716 -1.85120  C65 1.100
75 H 9.03625 1.77230 -1.45024  C65 1.085
76 H 7.99241 -1.83586 -2.54051  N66 1.014
77 H 7.03331 -2.65198 -1.49155  N66 1.013
78 C -2.23901 -1.33596 -0.67905  C79 1.519, H84 1.089, H85 1.092, H86 1.096
79 C -1.39841 -1.83366 0.48466  C78 1.519, C80 1.527, N83 1.471, H87 1.095
80 C -0.18388 -0.98635 0.85850  C79 1.527, O81 1.429, H88 1.099, H89 1.094
81 O 0.56622 -0.53630 -0.27174  C80 1.429, C82 1.421
82 C 1.08158 -1.62467 -1.02549  O81 1.421, H90 1.091, H91 1.091, H92 1.093
83 N -2.23707 -1.95795 1.68637  C79 1.471, H93 1.018, H94 1.017
84 H -3.07210 -2.00400 -0.89169  C78 1.089
85 H -1.64366 -1.11159 -1.56626  C78 1.092
86 H -2.72741 -0.40842 -0.36030  C78 1.096
87 H -0.97537 -2.82773 0.30653  C79 1.095
88 H 0.49370 -1.54698 1.51764  C80 1.099
89 H -0.45993 -0.12163 1.46886  C80 1.094
90 H 1.60103 -2.31442 -0.35841  C82 1.091
91 H 1.75709 -1.27464 -1.80755  C82 1.091
92 H 0.29779 -2.09019 -1.62833  C82 1.093
93 H -2.50027 -1.05199 2.06933  N83 1.018
94 H -3.12962 -2.38688 1.45388  N83 1.017
95 C -0.13760 3.15318 1.98495  C96 1.528, H101 1.096, H102 1.093, H103 1.088
96 C -1.10385 3.60809 0.89253  C95 1.528, C97 1.504, N100 1.477, H104 1.098
97 C -1.09436 5.10859 0.78348  C96 1.504, O98 1.423, H105 1.098, H106 1.098
98 O -1.70645 5.72681 1.90919  C97 1.423, C99 1.405
99 C -2.05399 7.05426 1.60682  O98 1.405, H107 1.095, H108 1.097, H109 1.088
100 N -0.61999 2.98998 -0.35920  C96 1.477, H110 1.019, H111 1.018
101 H -0.03039 3.92538 2.75465  C95 1.096
102 H 0.84982 3.13733 1.51638  C95 1.093
103 H -0.33156 2.21742 2.50424  C95 1.088
104 H -2.14208 3.37084 1.15947  C96 1.098
105 H -1.60742 5.46704 -0.11850  C97 1.098
106 H -0.07817 5.50427 0.65152  C97 1.098
107 H -2.78764 7.07109 0.79352  C99 1.095
108 H -1.17732 7.62713 1.27859  C99 1.097
109 H -2.45383 7.59496 2.46186  C99 1.088
110 H -0.46387 2.03478 -0.04186  N100 1.019
111 H -1.38737 2.91962 -1.02377  N100 1.018
112 C -0.67415 0.62324 -2.77540  C113 1.529, H118 1.097, H119 1.091, H120 1.093
113 C -0.29191 1.52237 -3.95098  C112 1.529, C114 1.547, N117 1.467, H121 1.095
114 C -0.57330 3.03113 -3.75493  C113 1.547, O115 1.401, H122 1.098, H123 1.092
115 O -1.93891 3.34349 -3.73146  C114 1.401, C116 1.397
116 C -2.54577 3.44334 -4.98593  O115 1.397, H124 1.092, H125 1.098, H126 1.091
117 N 1.12276 1.32281 -4.28408  C113 1.467, H127 1.016, H128 1.014
118 H -0.70781 -0.41580 -3.12472  C112 1.097
119 H -1.69919 0.80178 -2.44623  C112 1.091
120 H 0.01517 0.53222 -1.93183  C112 1.093
121 H -0.93030 1.10648 -4.73781  C113 1.095
122 H -0.08184 3.51871 -4.60738  C114 1.098
123 H -0.04277 3.30791 -2.84193  C114 1.092
124 H -2.40579 2.56749 -5.62333  C116 1.092
125 H -2.25909 4.33898 -5.55181  C116 1.098
126 H -3.61646 3.59530 -4.83909  C116 1.091
127 H 1.66874 1.36520 -3.42885  N117 1.016
128 H 1.44675 2.08102 -4.87414  N117 1.014

Computed properties:
F_max = 1.6 eV Å⁻¹
Relative energy (zero: lowest compared OMol25 entry of this formula, charge and spin) = 108.56 kJ/mol
HOMO level = -0.317 Ha
Structure (SMILES) = COC[C@H](C)N.COC[C@H](C)N.COC[C@H](C)N.COC[C@H](C)N.COC[C@H](C)N.COC[C@H](C)N.COC[C@H](C)N.O.O.O